Record 1
Below is a cluster of 2 separate species, C2H2F3NO in total at a distorted geometry, with properties calculated with ωB97M-V/def2-TZVPD.

The value obtained for the energy above the lowest of the compared OMol25 structures with the same formula, charge and spin is 32.6 kcal/mol. As for the structure (SMILES): OC(F)(F)F.C#N. Its total charge is 0. The calculation puts the HOMO energy at -13.31 eV.

```
9
Properties=species:S:1:pos:R:3:forces:R:3
O 2.598 1.281 0.595 -4.2 3.4 1.2
C 3.110 0.229 0.118 0.1 -4.6 -1.6
F 2.999 0.088 -1.237 -0.7 0.3 -0.1
F 4.401 0.096 0.321 0.7 0.8 0.9
F 2.544 -0.944 0.634 0.1 1.0 -0.3
H 1.524 1.389 0.551 3.8 -1.0 0.0
C -0.429 -0.246 -0.771 1.4 -2.2 -2.9
N -0.746 0.079 0.271 -0.3 0.8 1.0
H -0.035 -0.801 -1.704 -1.0 1.5 1.9
```
Positions in Å, forces in eV/Å.

Atom charges from the natural (NBO) analysis, given in e for atoms 1 to 5: number 1, O, carries -0.6986; number 2, C, carries 1.1635; number 3, F, carries -0.3549; number 4, F, carries -0.3023; number 5, F, carries -0.3639

Record 2
Below is a structure of composition C32H42F4N3O3STeTi at a distorted geometry, with properties calculated with ωB97M-V/def2-TZVPD.

The value obtained for the energy above the lowest of the compared OMol25 structures with the same formula, charge and spin is 10.1 kcal/mol. Its total charge is 0. The multiplicity is 2. The calculation puts the HOMO energy (alpha / beta) at -5.10 / -5.10 eV.

```
87
Properties=species:S:1:pos:R:3:forces:R:3
Ti -1.048 0.286 0.733 0.5 -0.9 -0.9
C 0.046 -3.465 1.480 0.0 0.0 0.0
C -0.974 -2.800 2.400 -0.1 -0.1 0.0
N -0.693 -1.392 2.726 -0.1 0.0 0.0
C 0.382 -1.244 3.722 0.0 -0.1 -0.1
C 1.784 -1.586 3.234 0.0 0.0 0.0
C -1.919 -0.787 3.271 -0.1 0.0 0.1
C -1.767 0.733 3.500 0.0 0.1 0.2
N -0.879 1.262 2.486 -0.2 0.2 -0.1
C 0.182 2.047 2.756 0.3 0.1 0.3
C 1.334 1.891 1.959 -0.1 -0.1 0.2
F 1.320 0.842 1.071 0.0 0.2 0.0
C 2.468 2.646 2.104 0.1 0.1 0.1
F 3.521 2.394 1.310 0.0 0.0 0.0
C 2.546 3.626 3.079 -0.2 -0.1 0.0
C 1.442 3.780 3.906 0.2 0.0 -0.1
F 1.472 4.720 4.861 0.0 0.0 0.0
C 0.300 3.017 3.771 0.0 -0.1 -0.2
F -0.745 3.254 4.589 0.0 0.0 0.0
H -0.457 -4.173 0.821 0.0 0.0 0.0
H 0.527 -2.727 0.838 0.0 0.0 0.0
H 0.820 -4.005 2.023 0.0 0.0 0.0
H -1.939 -2.811 1.895 0.0 0.0 0.0
H -1.090 -3.372 3.336 0.0 0.0 0.0
H 0.382 -0.210 4.055 0.0 0.0 0.0
H 0.132 -1.859 4.601 0.0 0.0 0.0
H 1.956 -1.184 2.237 0.0 0.0 0.0
H 2.518 -1.140 3.906 0.0 0.0 0.0
H 1.971 -2.657 3.208 0.0 0.0 0.0
H -2.706 -0.981 2.537 -0.1 0.1 0.1
H -2.231 -1.276 4.210 0.0 0.0 0.0
H -2.764 1.182 3.432 0.1 0.0 0.1
H -1.389 0.933 4.506 0.0 0.0 0.0
H 3.425 4.239 3.192 0.0 0.0 0.0
C 4.122 -0.055 -1.241 -0.1 0.0 0.0
Te 2.551 1.028 -2.223 0.1 0.0 0.0
C 3.628 0.484 -4.002 -0.1 0.0 0.1
C 5.037 0.224 -3.551 0.1 0.0 0.1
C 6.099 0.238 -4.447 0.0 0.0 -0.1
C 7.392 -0.007 -4.013 0.0 0.0 -0.1
C 7.631 -0.273 -2.675 0.0 0.0 0.1
C 6.576 -0.290 -1.776 0.0 0.0 0.0
C 5.278 -0.043 -2.203 0.0 0.0 -0.1
H 3.787 -1.073 -1.039 0.0 0.0 0.0
H 4.367 0.427 -0.297 0.0 0.0 0.0
H 3.577 1.284 -4.737 0.0 0.0 0.0
H 3.180 -0.412 -4.432 0.0 0.0 0.0
H 5.911 0.453 -5.492 0.0 0.0 0.0
H 8.212 0.018 -4.718 0.0 0.0 0.0
H 8.639 -0.456 -2.328 0.0 0.0 0.0
H 6.762 -0.488 -0.727 0.0 0.0 0.0
C -1.410 1.769 -3.015 -0.2 0.1 0.0
C -1.219 2.248 -1.610 0.9 -0.9 0.6
C -1.052 3.700 -1.291 -0.1 0.0 0.0
O -0.803 1.374 -0.735 -1.4 0.9 -0.4
H -0.508 1.907 -3.628 0.0 0.0 0.1
H -2.210 2.318 -3.522 0.0 0.0 0.1
H -1.654 0.706 -3.019 0.0 0.0 0.0
H -1.920 4.286 -1.610 0.0 -0.1 0.0
H -0.179 4.143 -1.788 0.1 0.0 0.0
H -0.929 3.830 -0.215 0.0 0.0 0.0
O -3.044 0.969 0.679 0.4 0.3 0.6
S -3.856 0.507 -0.507 -0.5 0.0 -0.5
C -5.173 1.770 -0.657 0.0 -0.1 0.0
C -6.467 1.203 -0.075 0.0 0.0 0.0
C -6.401 -0.315 -0.246 0.0 0.0 0.0
C -5.005 -0.720 0.198 0.0 0.1 -0.1
H -5.263 2.008 -1.717 0.0 -0.1 0.0
H -4.784 2.644 -0.138 0.0 0.0 0.0
H -7.334 1.631 -0.577 0.0 0.0 0.0
H -6.542 1.453 0.984 0.0 0.0 0.0
H -6.566 -0.588 -1.291 0.0 0.0 0.0
H -7.157 -0.831 0.346 0.0 0.0 0.0
H -4.686 -1.717 -0.094 0.0 0.0 0.0
H -4.878 -0.609 1.277 0.0 0.0 0.0
O -1.822 -1.365 -0.081 0.3 0.3 0.2
N -1.513 -1.848 -1.345 -0.1 -0.2 -0.1
C -0.192 -1.767 -1.769 0.0 0.1 0.0
C 0.335 -2.698 -2.610 -0.1 0.0 0.0
C -0.424 -3.802 -3.044 0.1 0.0 0.0
C -1.751 -3.883 -2.585 0.0 0.0 0.0
C -2.268 -2.943 -1.748 0.0 0.0 0.0
H 0.343 -0.875 -1.469 0.0 -0.1 0.0
H 1.352 -2.550 -2.952 0.0 0.0 0.0
H -0.009 -4.549 -3.701 0.0 0.0 0.0
H -2.398 -4.691 -2.901 0.0 0.0 0.0
H -3.288 -2.956 -1.396 0.0 0.0 0.1
```
Positions in Å, forces in eV/Å.

Atom charges from the Mulliken analysis, given in e for atoms 1 to 5: number 1, Ti, carries 0.7543; number 2, C, carries -1.3767; number 3, C, carries -0.5049; number 4, N, carries 0.8637; number 5, C, carries -0.6020

Record 3
Below is the ion C21H13 with charge +1 at a distorted geometry, with properties calculated with ωB97M-V/def2-TZVPD.

The value obtained for the energy above the lowest of the compared OMol25 structures with the same formula, charge and spin is 49.3 kcal/mol. Its total charge is +1. The calculation puts the HOMO energy at -10.42 eV.

```
34
Properties=species:S:1:pos:R:3:forces:R:3
C 0.109 3.441 3.430 -0.4 0.3 -0.1
C -1.676 -2.981 -2.379 -3.2 2.3 2.0
C -0.363 -3.163 -2.894 0.0 -4.2 -3.4
C 0.669 -2.200 -2.755 -0.4 -1.7 -0.1
C 1.256 3.309 2.674 -1.6 1.0 1.6
C -1.021 2.729 3.126 0.5 0.4 1.2
C 2.488 2.219 1.010 3.1 -1.1 -3.0
C -2.086 0.818 1.934 -1.0 -0.5 -1.5
C 2.566 1.227 0.019 2.9 4.0 2.1
C 1.562 -0.477 -1.340 -0.3 1.4 1.9
C -1.958 -1.878 -1.552 0.5 -1.5 0.2
C -1.997 -0.017 0.816 -5.1 -0.3 2.5
C 0.475 -1.332 -1.724 1.7 2.8 0.7
C 1.339 2.421 1.695 -4.2 -2.3 0.1
C -1.011 1.741 2.180 -1.9 -0.4 0.9
C 1.483 0.450 -0.223 -1.8 -3.7 -3.1
C -0.768 -1.113 -1.069 -2.8 -0.3 0.8
C -0.870 -0.209 0.043 2.3 0.0 -0.6
C 0.140 1.620 1.491 3.5 -2.6 -3.2
C 0.270 0.559 0.511 -0.7 0.6 -0.9
C -0.087 -4.439 -3.550 -1.1 4.1 3.7
H 0.046 4.101 4.271 0.2 0.5 0.2
H -2.619 -3.586 -2.603 2.0 0.3 -0.1
H 1.602 -2.358 -3.319 -0.4 0.4 0.5
H 2.045 3.936 2.794 2.3 1.8 0.9
H -1.840 2.896 3.752 -1.4 0.1 0.7
H 3.262 2.965 1.302 -0.1 -1.1 -0.8
H -3.065 0.850 2.526 1.7 0.1 -0.9
H 3.451 1.135 -0.617 -0.2 0.0 0.4
H 2.488 -0.462 -1.909 -0.1 -0.3 0.1
H -3.049 -1.768 -1.134 2.6 0.1 -0.9
H -3.011 -0.582 0.619 2.4 0.9 0.2
H 0.875 -4.598 -3.905 1.5 -0.5 -1.1
H -0.707 -5.250 -3.220 -0.5 -0.4 -0.7
```
Positions in Å, forces in eV/Å.

Atom charges from the natural (NBO) analysis, given in e for atoms 1 to 5: number 1, C, carries -0.1596; number 2, C, carries -0.2184; number 3, C, carries -0.1378; number 4, C, carries 0.0314; number 5, C, carries -0.1511

Record 4
Below is the molecule C19H20BClN2O5 at a distorted geometry, with properties calculated with ωB97M-V/def2-TZVPD.

As for the structure (SMILES): Cc1cc(Oc2nc(OCCOC(C)C)c(C#N)cc2Cl)cc2c1B(O)OC2. Its total charge is 0. The calculation puts the HOMO energy at -8.97 eV.

```
48
Properties=species:S:1:pos:R:3:forces:R:3
C 2.453 1.204 1.851 1.2 -0.8 -0.5
C 0.996 1.327 1.679 -0.1 0.4 0.0
C 0.085 0.333 1.995 -0.2 -0.5 0.2
C -1.286 0.528 1.831 0.5 0.8 -0.6
O -2.230 -0.499 1.951 1.6 -1.0 -0.5
C -1.871 -1.781 1.518 -0.1 0.6 -0.7
N -0.764 -2.043 0.779 -1.3 -0.4 0.1
C -0.619 -3.275 0.312 0.8 -1.2 -0.9
O 0.394 -3.606 -0.615 -2.8 -0.3 2.2
C 1.062 -2.508 -1.117 1.4 1.1 -0.9
C 0.489 -1.944 -2.427 -0.5 0.6 0.2
O 1.120 -0.708 -2.773 0.4 -1.0 -1.0
C 0.962 0.411 -1.934 -0.1 -0.7 1.7
C 1.878 1.531 -2.379 0.4 0.0 -0.3
C -0.470 0.890 -1.902 0.0 0.7 1.1
C -1.459 -4.373 0.676 -0.1 2.3 -0.1
C -1.249 -5.697 0.322 1.5 -3.5 -1.0
N -1.005 -6.814 0.082 -0.6 2.0 0.4
C -2.600 -4.061 1.379 0.1 -0.1 0.6
C -2.827 -2.762 1.762 -0.2 0.6 0.8
Cl -4.214 -2.361 2.710 -0.1 -0.1 -0.1
C -1.725 1.798 1.441 -1.7 -0.9 0.0
C -0.826 2.764 1.092 0.6 0.0 -0.6
C 0.533 2.511 1.145 -0.6 1.7 -0.5
B 1.127 3.731 0.352 0.7 -0.3 -0.1
O 2.482 3.779 0.043 -1.0 1.5 0.1
O 0.116 4.624 -0.094 1.5 -1.6 0.8
C -1.103 4.051 0.359 -1.5 0.4 0.5
H 2.780 1.459 2.861 -0.1 0.0 0.0
H 2.998 1.857 1.140 -0.4 -0.4 0.5
H 2.749 0.166 1.653 0.2 0.1 0.2
H 0.429 -0.650 2.271 0.2 0.0 0.2
H 2.087 -2.833 -1.296 0.1 0.1 0.0
H 1.059 -1.750 -0.344 0.3 0.3 -0.1
H 0.610 -2.619 -3.280 0.4 0.1 0.2
H -0.604 -1.833 -2.356 0.1 0.2 0.3
H 1.229 0.053 -0.884 -0.1 0.9 -1.0
H 2.919 1.214 -2.511 -0.2 -0.1 0.0
H 1.896 2.341 -1.658 -0.1 -0.1 0.2
H 1.538 1.989 -3.311 -0.1 -0.3 -0.1
H -0.505 1.714 -1.154 -0.1 -0.4 -0.6
H -1.155 0.132 -1.518 0.0 0.0 -0.3
H -0.765 1.278 -2.874 -0.2 -0.1 -0.1
H -3.258 -4.856 1.712 -0.1 0.2 -0.2
H -2.780 1.978 1.259 -0.1 -0.2 0.2
H 2.734 4.658 -0.296 0.0 -0.5 -0.1
H -1.615 4.750 1.030 0.1 0.1 0.0
H -1.796 3.900 -0.479 0.3 -0.1 -0.1
```
Positions in Å, forces in eV/Å.

Atom charges from the natural (NBO) analysis, given in e for atoms 1 to 5: number 1, C, carries -0.6473; number 2, C, carries 0.0629; number 3, C, carries -0.2727; number 4, C, carries 0.3234; number 5, O, carries -0.4598

Record 5
Below is a structure of composition C34H36MnN5O3S at a distorted geometry, with properties calculated with ωB97M-V/def2-TZVPD.

Its total charge is 0. The multiplicity is 5. The calculation puts the HOMO energy (alpha / beta) at -7.11 / -7.21 eV.

```
80
Properties=species:S:1:pos:R:3:forces:R:3
Mn -0.765 -0.482 1.289 -1.2 -0.2 -0.2
C -1.197 -2.832 4.782 0.1 0.1 -0.3
C -1.301 -1.641 3.857 -0.5 0.7 0.7
O -0.873 -1.770 2.659 0.5 -0.7 0.1
C -1.854 -0.477 4.365 0.2 -0.6 0.1
C -2.044 0.709 3.633 0.0 0.2 -0.4
C -2.544 1.930 4.351 0.0 -0.1 -0.1
N -1.778 0.771 2.345 -0.3 -0.6 1.3
N -1.988 1.954 1.725 -0.3 1.8 -1.1
C -1.612 1.912 0.475 -0.4 -0.3 1.7
O -1.155 0.816 -0.041 0.5 -0.1 -0.8
C -1.660 3.128 -0.341 0.1 0.3 -0.3
C -1.949 4.361 0.237 0.0 -0.1 -0.1
C -1.965 5.501 -0.541 -0.1 0.1 0.0
C -1.688 5.430 -1.898 0.0 0.0 -0.1
C -1.368 4.209 -2.471 0.0 0.1 -0.1
C -1.357 3.063 -1.699 0.0 -0.2 0.2
H -0.826 -3.696 4.241 0.0 -0.1 -0.1
H -2.170 -3.056 5.214 -0.1 0.0 0.0
H -0.516 -2.607 5.599 0.1 0.0 0.1
H -2.157 -0.483 5.401 0.0 0.0 0.0
H -2.725 1.716 5.403 0.0 0.0 -0.1
H -3.463 2.281 3.883 0.0 0.1 0.0
H -1.809 2.731 4.260 -0.1 0.0 0.0
H -2.159 4.409 1.292 0.0 0.0 0.1
H -2.197 6.453 -0.088 0.0 0.1 0.0
H -1.722 6.326 -2.504 0.1 0.0 0.0
H -1.134 4.144 -3.524 0.0 0.0 -0.1
H -1.121 2.106 -2.141 0.0 -0.1 0.0
N 6.898 0.114 -4.430 0.3 0.1 -0.2
C 5.991 -0.184 -3.792 0.6 0.2 -0.3
C 4.867 -0.521 -3.012 -0.9 -0.3 0.6
C 3.591 -0.193 -3.479 0.3 -0.1 0.0
C 2.490 -0.480 -2.707 -0.1 -0.1 0.2
C 2.629 -1.101 -1.457 0.5 0.1 -0.5
C 3.909 -1.457 -1.017 -0.2 -0.1 -0.1
C 5.015 -1.166 -1.781 0.1 0.0 -0.3
C 1.490 -1.274 -0.641 -1.1 -0.4 0.7
C 0.498 -1.304 0.075 1.4 -0.5 -1.0
H 3.489 0.289 -4.442 0.0 0.0 0.0
H 1.499 -0.214 -3.037 -0.1 0.1 -0.1
H 4.020 -1.957 -0.066 0.0 0.0 0.1
H 6.001 -1.437 -1.431 0.1 0.0 0.0
C -4.102 -2.917 -3.066 0.0 -0.1 0.0
N -3.295 -2.089 -2.190 0.2 -0.1 -0.2
C -3.417 -0.670 -2.447 0.1 0.2 0.0
C -2.998 -2.473 -0.915 -0.2 0.2 0.6
S -3.374 -1.453 0.375 0.0 0.1 0.1
N -2.427 -3.674 -0.720 0.0 0.3 -0.3
C -1.746 -4.383 -1.782 0.1 -0.2 -0.2
C -2.114 -4.123 0.615 0.0 -0.1 0.4
H -5.149 -2.591 -3.035 0.0 0.0 0.0
H -4.066 -3.959 -2.765 0.0 0.0 0.0
H -3.750 -2.831 -4.097 0.0 -0.1 0.0
H -3.216 -0.494 -3.503 0.0 0.0 -0.1
H -2.671 -0.148 -1.850 -0.1 0.1 -0.1
H -4.408 -0.287 -2.195 0.0 0.0 0.0
H -1.634 -3.743 -2.654 0.0 0.0 0.0
H -2.287 -5.291 -2.061 0.0 0.0 0.0
H -0.750 -4.668 -1.441 0.0 0.0 0.0
H -2.782 -3.633 1.322 0.1 -0.2 -0.1
H -1.084 -3.854 0.881 -0.1 0.0 0.0
H -2.244 -5.203 0.672 0.1 -0.1 0.0
C 2.843 -0.147 2.973 -0.4 0.1 0.0
C 2.091 0.672 1.952 -1.5 -0.5 0.6
O 0.849 0.743 2.047 2.1 0.3 0.0
C 2.812 1.309 0.860 0.4 0.6 -0.8
C 2.095 2.015 -0.121 0.0 -0.1 0.4
C 2.748 2.628 -1.170 0.0 0.0 -0.1
C 4.128 2.544 -1.278 0.0 -0.1 0.2
C 4.849 1.838 -0.325 0.2 0.1 -0.2
C 4.206 1.223 0.731 -0.4 0.0 0.2
H 2.119 -0.584 3.660 0.0 0.0 -0.1
H 3.540 0.471 3.539 0.1 0.0 -0.1
H 3.381 -0.951 2.475 0.1 0.0 0.0
H 1.020 2.071 -0.042 -0.1 0.0 0.0
H 2.187 3.168 -1.919 -0.1 0.0 0.0
H 4.640 3.023 -2.101 0.0 0.0 0.0
H 5.924 1.769 -0.421 0.0 0.0 0.0
H 4.792 0.670 1.451 0.0 0.0 0.1
```
Positions in Å, forces in eV/Å.

Atom charges from the Mulliken analysis, given in e for atoms 1 to 5: number 1, Mn, carries -0.5597; number 2, C, carries -1.6995; number 3, C, carries 0.8738; number 4, O, carries -0.3241; number 5, C, carries -1.2251